1.
Molecular formula: C21H22CrNO11P2SSb
Method: DFT, ωB97M-V/def2-TZVPD

Calculated values
HOMO (alpha / beta): -6.652 / -6.270 eV
Energy relative to the best compared isomer or geometry (same formula, charge and spin): 32.8 kcal/mol
Net charge: -1
Expectation value of S²: 0.76
HOMO-LUMO gap (alpha / beta): 8.18 / 8.34 eV
Multiplicity: 2
DFT total energy: -110525.9444 eV

Positions of all 60 atoms, in Å:
Cr: -0.845 2.421 -0.347
C: 2.878 0.932 2.331
C: 2.216 2.285 2.145
O: 2.731 3.237 3.082
P: 0.411 2.133 2.475
O: 0.272 2.637 3.985
O: 0.107 0.562 2.581
O: -0.728 2.750 1.692
P: 2.243 2.919 0.371
O: 1.679 4.334 0.912
O: 3.653 2.866 -0.045
O: 1.149 1.903 -0.090
H: 2.780 0.589 3.363
H: 3.932 1.031 2.074
H: 2.424 0.198 1.666
H: 3.036 3.993 2.565
H: 1.040 3.202 4.195
H: -0.846 0.419 2.700
H: 0.948 4.676 0.351
O: -0.141 4.718 -3.255
S: 0.146 3.896 -2.122
O: 1.578 3.776 -1.864
O: -0.490 2.519 -2.257
O: -0.540 4.385 -0.853
N: -3.926 2.088 -0.092
C: -2.794 2.287 -0.242
C: -2.524 -2.707 3.171
C: -1.193 -2.922 2.845
C: -0.624 -2.274 1.757
C: -1.387 -1.418 0.969
C: -2.719 -1.192 1.315
C: -3.289 -1.839 2.404
Sb: -0.594 -0.157 -0.616
C: 1.255 -1.224 -0.956
C: 1.259 -2.617 -0.872
C: 2.438 -3.328 -1.032
C: 3.623 -2.656 -1.305
C: 3.617 -1.277 -1.438
C: 2.439 -0.560 -1.263
C: -1.707 -1.145 -2.181
C: -1.123 -1.981 -3.125
C: -1.902 -2.591 -4.098
C: -3.271 -2.369 -4.136
C: -3.856 -1.513 -3.214
C: -3.077 -0.893 -2.249
H: -2.960 -3.203 4.029
H: -0.586 -3.584 3.451
H: 0.425 -2.421 1.535
H: -3.313 -0.491 0.737
H: -4.324 -1.654 2.661
H: 0.329 -3.143 -0.690
H: 2.430 -4.408 -0.948
H: 4.547 -3.210 -1.415
H: 4.531 -0.747 -1.676
H: 2.458 0.516 -1.347
H: -0.054 -2.155 -3.105
H: -1.434 -3.237 -4.831
H: -3.878 -2.853 -4.892
H: -4.920 -1.316 -3.252
H: -3.529 -0.190 -1.557



2.
Molecular formula: C2H33NO14
Method: DFT, ωB97M-V/def2-TZVPD

Calculated values
HOMO: -10.325 eV
Energy relative to the best compared isomer or geometry (same formula, charge and spin): 84.1 kcal/mol
HOMO-LUMO gap: 10.22 eV
Multiplicity: 1
DFT total energy: -32761.6410 eV

Positions of all 50 atoms, in Å:
C: -0.198 2.728 1.312
C: -1.146 0.719 0.547
N: -0.010 1.475 1.052
H: -2.830 1.030 2.820
H: -1.094 3.397 1.189
H: 0.756 3.387 1.716
H: -1.885 1.160 -0.012
H: -1.398 -0.021 1.300
H: 2.514 2.288 1.084
H: 2.955 3.311 -0.028
O: 3.112 2.391 0.256
H: -2.367 1.438 -2.827
H: -3.649 0.752 -2.601
O: -2.867 0.781 -3.183
H: 0.172 -2.399 2.144
H: -0.492 -3.695 2.367
O: -0.350 -3.057 1.629
H: -2.977 -2.408 -1.955
H: -1.625 -2.068 -1.378
O: -2.519 -1.784 -1.363
H: 0.153 -1.480 -0.103
H: 0.233 -2.970 -0.237
O: 0.329 -2.158 -0.789
H: 2.042 1.988 -1.149
H: 0.763 1.530 -1.911
O: 1.545 2.131 -1.960
H: 3.680 -1.840 -1.336
H: 2.591 -2.857 -0.855
O: 3.424 -2.434 -0.586
H: 1.833 0.145 -2.274
H: 1.857 -0.740 -0.957
O: 2.283 -0.499 -1.837
H: -1.214 -0.459 -3.698
H: 0.046 -1.352 -3.513
O: -0.942 -1.360 -3.422
H: -1.510 -1.536 3.345
H: -2.076 -1.937 2.026
O: -2.164 -1.235 2.745
H: -3.959 2.436 0.447
H: -3.447 2.903 -0.951
O: -3.411 3.024 0.043
H: 0.795 -0.042 2.006
H: -1.563 0.613 2.727
O: -1.932 1.402 3.145
H: 3.837 0.303 0.181
H: 3.437 -1.050 0.527
O: 3.657 -0.229 0.966
H: -0.873 -0.011 -0.369
H: 2.141 -0.435 1.907
O: 1.247 -0.772 2.089



3.
Molecular formula: C27H25N8O5RuSSi
Method: DFT, ωB97M-V/def2-TZVPD

Calculated values
HOMO (alpha / beta): -8.617 / -8.418 eV
Energy relative to the best compared isomer or geometry (same formula, charge and spin): 0.0 kcal/mol
Expectation value of S²: 0.76
HOMO-LUMO gap (alpha / beta): 8.26 / 7.99 eV
Multiplicity: 2
DFT total energy: -71855.6533 eV

Positions of all 68 atoms, in Å:
Ru: -0.330 0.820 0.047
N: 1.419 -0.107 -0.997
N: 1.546 -1.342 -0.345
C: 1.195 -1.372 0.997
O: 1.477 -2.327 1.681
O: 0.565 -0.292 1.369
H: 1.125 -0.273 -1.953
H: 2.287 0.427 -0.976
H: 2.260 -1.987 -0.642
O: -1.739 3.816 0.229
C: -2.585 2.961 0.162
N: -2.341 1.578 0.095
S: -3.758 0.742 0.024
O: -3.882 -0.013 -1.196
O: -3.987 0.016 1.253
C: -4.811 2.138 -0.026
C: -6.187 2.178 -0.157
C: -6.781 3.432 -0.141
C: -6.016 4.589 0.015
C: -4.636 4.520 0.133
C: -4.046 3.269 0.096
H: -6.772 1.275 -0.263
H: -7.855 3.513 -0.250
H: -6.510 5.551 0.044
H: -4.021 5.403 0.249
C: -0.146 4.617 4.240
C: 0.764 5.257 3.411
C: 1.132 4.672 2.207
C: 0.585 3.452 1.794
C: -0.324 2.825 2.648
C: -0.687 3.397 3.857
Si: 1.096 2.731 0.144
C: 0.615 3.583 -1.460
C: -0.145 2.935 -2.437
C: -0.557 3.590 -3.591
C: -0.195 4.912 -3.802
C: 0.563 5.577 -2.849
C: 0.956 4.921 -1.692
C: 2.951 2.579 0.195
C: 3.725 2.695 -0.965
C: 5.104 2.523 -0.926
C: 5.729 2.235 0.278
C: 4.977 2.106 1.439
C: 3.599 2.261 1.395
H: -0.430 5.065 5.184
H: 1.187 6.210 3.703
H: 1.853 5.180 1.575
H: -0.758 1.864 2.394
H: -1.393 2.889 4.503
H: -0.436 1.895 -2.311
H: -1.160 3.067 -4.322
H: -0.505 5.420 -4.706
H: 0.843 6.612 -3.003
H: 1.533 5.466 -0.952
H: 3.243 2.942 -1.906
H: 5.687 2.623 -1.833
H: 6.805 2.115 0.315
H: 5.466 1.886 2.380
H: 3.018 2.146 2.303
N: -3.303 -2.791 0.697
N: -2.529 -2.326 -0.342
N: -2.532 -2.858 -1.535
C: -1.646 -2.088 -2.163
N: -1.141 -1.153 -1.359
N: -1.722 -1.332 -0.186
H: -3.996 -3.409 0.299
H: -3.706 -1.975 1.160
H: -1.373 -2.224 -3.194



4.
Molecular formula: C2H7NS2
Method: DFT, ωB97M-V/def2-TZVPD

Calculated values
HOMO: -8.744 eV
Energy relative to the best compared isomer or geometry (same formula, charge and spin): 27.2 kcal/mol
HOMO-LUMO gap: 9.22 eV
Multiplicity: 1
DFT total energy: -25346.8676 eV

Positions of all 12 atoms, in Å:
C: 0.372 -1.477 1.753
N: 0.809 -1.975 0.680
H: -0.275 -2.073 2.394
H: 0.529 -0.448 2.109
H: 1.626 -1.501 0.300
C: -0.135 0.367 -1.469
S: -1.454 0.599 -0.249
S: -0.911 2.500 0.437
H: 0.754 0.926 -1.195
H: -0.519 0.692 -2.436
H: 0.121 -0.681 -1.548
H: -0.917 3.070 -0.776



5.
Molecular formula: C25H29N4O3Ti
Method: DFT, ωB97M-V/def2-TZVPD

Calculated values
HOMO (alpha / beta): -7.063 / -7.971 eV
Expectation value of S²: 0.75
HOMO-LUMO gap (alpha / beta): 7.36 / 8.24 eV
Multiplicity: 2
DFT total energy: -61615.5953 eV

Positions of all 62 atoms, in Å:
Ti: 0.079 -0.111 0.138
C: -1.116 4.931 -2.622
O: -0.698 3.786 -1.900
C: 0.627 3.504 -1.902
C: 1.579 4.186 -2.619
C: 2.941 3.835 -2.524
C: 3.327 2.813 -1.702
C: 2.363 2.080 -0.981
C: 2.801 1.129 0.045
N: 1.978 0.326 0.582
N: 2.351 -0.319 1.790
C: 1.273 -0.599 2.465
O: 0.059 -0.295 2.090
C: 1.441 -1.360 3.739
C: 0.324 -1.568 4.535
C: 0.438 -2.286 5.720
C: 1.669 -2.797 6.102
C: 2.786 -2.593 5.300
C: 2.675 -1.874 4.120
C: 0.998 2.396 -1.085
O: 0.067 1.743 -0.430
H: -2.180 5.036 -2.435
H: -0.592 5.823 -2.273
H: -0.945 4.808 -3.695
H: 1.287 5.010 -3.256
H: 3.674 4.393 -3.089
H: 4.376 2.563 -1.593
H: 3.816 1.175 0.441
H: -0.631 -1.171 4.220
H: -0.433 -2.449 6.341
H: 1.762 -3.361 7.022
H: 3.747 -2.996 5.592
H: 3.534 -1.708 3.484
N: -0.067 -0.338 -2.277
C: -0.960 0.530 -3.067
C: -2.344 -0.053 -3.286
C: -3.189 -0.418 -2.058
C: -3.168 0.538 -0.869
N: -2.230 0.089 0.193
H: 0.893 -0.079 -2.489
H: -0.146 -1.310 -2.555
H: -0.527 0.762 -4.043
H: -1.054 1.476 -2.536
H: -2.289 -0.935 -3.932
H: -2.887 0.701 -3.865
H: -2.913 -1.405 -1.685
H: -4.221 -0.531 -2.396
H: -4.171 0.619 -0.450
H: -2.857 1.545 -1.150
H: -2.566 -0.767 0.630
H: -2.244 0.778 0.942
C: 0.304 -5.175 -0.251
C: -0.707 -4.435 -0.842
C: -0.661 -3.043 -0.793
C: 0.352 -2.307 -0.162
C: 1.355 -3.109 0.419
C: 1.345 -4.498 0.374
H: 0.286 -6.258 -0.277
H: -1.529 -4.934 -1.343
H: -1.474 -2.514 -1.282
H: 2.197 -2.640 0.917
H: 2.155 -5.053 0.835



6.
Molecular formula: C35H41LuN9SSi
Method: DFT, ωB97M-V/def2-TZVPD

Calculated values
HOMO: -9.092 eV
Energy relative to the best compared isomer or geometry (same formula, charge and spin): 5.0 kcal/mol
Net charge: +1
HOMO-LUMO gap: 6.20 eV
Multiplicity: 1
DFT total energy: -102705.9005 eV

Positions of all 88 atoms, in Å:
Lu: -0.102 -0.024 -0.299
C: 2.835 -0.355 -2.486
N: 2.218 0.702 -1.679
C: 1.589 1.696 -2.580
C: 1.135 2.899 -1.797
C: 1.340 4.192 -2.258
C: 1.000 5.254 -1.435
C: 0.487 4.985 -0.175
C: 0.289 3.667 0.190
N: 0.593 2.641 -0.608
C: 3.264 1.328 -0.848
C: 2.952 1.447 0.631
C: 3.884 2.073 1.447
C: 3.647 2.163 2.808
C: 2.472 1.628 3.313
C: 1.591 1.032 2.431
N: 1.823 0.931 1.116
C: 1.855 -1.183 -3.269
C: 2.255 -1.761 -4.466
C: 1.374 -2.587 -5.141
C: 0.120 -2.797 -4.588
C: -0.194 -2.167 -3.397
N: 0.649 -1.369 -2.737
H: 3.365 -1.031 -1.812
H: 3.573 0.070 -3.180
H: 0.733 1.231 -3.078
H: 2.297 2.016 -3.355
H: 1.765 4.357 -3.239
H: 1.153 6.271 -1.769
H: 0.230 5.780 0.511
H: -0.151 3.413 1.147
H: 3.510 2.325 -1.224
H: 4.184 0.745 -0.930
H: 4.785 2.490 1.014
H: 4.364 2.647 3.458
H: 2.236 1.673 4.366
H: 0.643 0.635 2.778
H: 3.246 -1.568 -4.857
H: 1.657 -3.048 -6.077
H: -0.611 -3.429 -5.072
H: -1.175 -2.303 -2.962
C: -1.198 -4.616 -0.577
C: -0.516 -3.311 -0.318
N: -1.114 -2.178 -0.460
N: -2.422 -2.196 -0.755
C: -2.960 -1.114 -1.282
N: -4.299 -1.044 -1.268
S: -2.120 0.119 -2.166
C: 0.869 -3.257 0.151
C: 1.496 -4.396 0.653
C: 2.776 -4.308 1.164
C: 3.422 -3.082 1.136
C: 2.742 -2.002 0.609
N: 1.498 -2.063 0.132
H: -2.025 -4.449 -1.263
H: -0.505 -5.338 -1.008
H: -1.614 -5.036 0.342
H: -4.814 -1.664 -0.665
H: -4.735 -0.208 -1.613
H: 0.967 -5.338 0.663
H: 3.264 -5.179 1.582
H: 4.425 -2.963 1.521
H: 3.222 -1.034 0.566
C: -3.610 -1.608 2.457
Si: -2.049 -0.557 2.690
C: -2.117 0.310 4.381
C: -0.572 -1.753 2.852
N: -1.735 0.491 1.349
C: -2.633 1.540 1.121
C: -3.772 1.794 1.909
C: -4.599 2.881 1.676
C: -4.344 3.773 0.645
C: -3.250 3.527 -0.172
C: -2.433 2.436 0.058
H: -3.973 -2.004 3.408
H: -3.409 -2.450 1.791
H: -4.417 -1.022 2.011
H: -2.692 -0.289 5.092
H: -2.582 1.296 4.333
H: -1.118 0.442 4.804
H: -0.929 -2.784 2.914
H: 0.002 -1.552 3.760
H: 0.120 -1.698 2.011
H: -4.021 1.130 2.728
H: -5.465 3.031 2.311
H: -4.985 4.628 0.477
H: -3.033 4.182 -1.009
H: -1.623 2.239 -0.629